{
  "formula": "C4H5NO2",
  "method": "ωB97M-V with the def2-TZVPD basis set",
  "elements": ["O", "C", "C", "O", "N", "C", "C", "H", "H", "H", "H", "H"],
  "coordinates": [[2.12, 1.51, 0.42], [2.03, 0.32, 0.54], [0.89, -0.52, 0.00], [0.97, -1.73, 0.09], [-0.16, 0.12, -0.63], [-1.39, -0.62, -0.57], [-1.31, 0.76, -0.01], [2.78, -0.32, 1.05], [-1.24, -1.52, 0.05], [-1.91, -0.78, -1.51], [-1.72, 1.58, -0.60], [-1.33, 0.94, 1.07]],
  "mulliken_charge": [-0.445, 0.021, 0.578, -0.539, -0.200, -0.447, -0.215, 0.350, 0.242, 0.229, 0.208, 0.219],
  "lumo_energy_ev": -0.345,
  "de_lowest_kj_mol": 205.7,
  "orbital_gap_ev": 9.7,
  "total_energy_ev": -9812.1824
}



{
  "formula": "C48H53BBrN3O4P2Y",
  "method": "ωB97M-V with the def2-TZVPD basis set",
  "elements": ["Y", "C", "O", "C", "C", "C", "Br", "C", "C", "C", "O", "C", "N", "C", "C", "C", "C", "C", "C", "N", "H", "H", "H", "H", "H", "H", "H", "H", "H", "H", "H", "C", "C", "P", "C", "C", "C", "C", "H", "H", "H", "H", "H", "H", "H", "H", "H", "H", "H", "H", "H", "H", "H", "N", "P", "C", "C", "C", "C", "C", "C", "C", "C", "C", "C", "C", "C", "C", "C", "C", "C", "C", "C", "H", "H", "H", "H", "H", "H", "H", "H", "H", "H", "H", "H", "H", "H", "H", "C", "C", "C", "C", "C", "C", "C", "C", "O", "B", "O", "C", "C", "H", "H", "H", "H", "H", "H", "H", "H", "H", "H", "H", "H"],
  "coordinates": [[-0.19, 0.20, 0.65], [-2.67, 0.81, -1.70], [-1.70, -0.20, -1.32], [-1.79, -1.44, -1.88], [-2.82, -1.88, -2.68], [-2.76, -3.18, -3.18], [-4.16, -3.79, -4.28], [-1.71, -4.02, -2.88], [-0.68, -3.56, -2.06], [-0.73, -2.27, -1.57], [0.23, -1.77, -0.76], [0.48, -4.37, -1.68], [1.43, -3.90, -0.90], [2.35, -4.95, -0.75], [3.54, -5.00, -0.02], [4.26, -6.18, -0.06], [3.80, -7.29, -0.80], [2.62, -7.24, -1.52], [1.92, -6.04, -1.47], [0.71, -5.65, -2.05], [-2.68, 0.89, -2.79], [-2.32, 1.73, -1.25], [-3.65, 0.53, -1.33], [-3.66, -1.24, -2.93], [-1.70, -5.02, -3.28], [0.94, -2.50, -0.62], [3.89, -4.15, 0.55], [5.18, -6.26, 0.50], [4.39, -8.20, -0.80], [2.28, -8.10, -2.08], [0.13, -6.20, -2.65], [2.74, 1.84, 3.07], [3.55, 1.24, 1.92], [2.71, -0.18, 1.19], [2.59, -1.38, 2.56], [3.89, -1.75, 3.28], [3.82, -0.95, -0.03], [5.31, -0.65, 0.11], [3.18, 2.77, 3.42], [2.70, 1.16, 3.93], [1.71, 2.07, 2.79], [4.54, 0.94, 2.26], [3.70, 1.98, 1.13], [2.11, -2.27, 2.15], [1.86, -0.99, 3.28], [4.61, -2.22, 2.60], [3.70, -2.47, 4.08], [4.37, -0.88, 3.73], [3.47, -0.67, -1.03], [3.63, -2.03, 0.04], [5.51, 0.42, 0.00], [5.88, -1.17, -0.66], [5.71, -0.95, 1.08], [-0.39, 2.20, 0.22], [-0.83, 3.60, 0.79], [-0.45, 3.73, 2.55], [0.41, 4.69, 3.08], [0.75, 4.68, 4.43], [0.23, 3.72, 5.27], [-0.64, 2.75, 4.76], [-0.97, 2.76, 3.42], [-2.61, 3.84, 0.62], [-3.18, 4.94, -0.01], [-4.56, 5.05, -0.14], [-5.39, 4.07, 0.36], [-4.84, 2.95, 0.98], [-3.46, 2.84, 1.10], [-0.02, 5.02, 0.01], [0.89, 4.78, -1.02], [1.54, 5.84, -1.64], [1.30, 7.14, -1.24], [0.39, 7.40, -0.21], [-0.26, 6.34, 0.40], [0.86, 5.43, 2.43], [1.43, 5.43, 4.82], [0.49, 3.71, 6.32], [-1.05, 1.99, 5.41], [-1.65, 1.99, 3.08], [-2.55, 5.72, -0.43], [-4.99, 5.91, -0.64], [-6.47, 4.15, 0.27], [-5.47, 2.17, 1.38], [-3.08, 1.95, 1.58], [1.07, 3.76, -1.33], [2.25, 5.64, -2.44], [1.81, 7.96, -1.73], [0.20, 8.42, 0.10], [-0.96, 6.55, 1.21], [-6.24, -0.65, 6.73], [-5.42, -1.94, 6.84], [-6.36, -3.13, 6.62], [-4.82, -2.01, 8.25], [-4.28, -1.99, 5.80], [-3.43, -3.10, 5.77], [-2.38, -3.22, 4.86], [-2.21, -2.18, 3.98], [-1.25, -2.03, 2.99], [-1.50, -0.78, 2.37], [-2.63, -0.19, 3.02], [-3.03, -1.09, 4.00], [-4.07, -0.95, 4.89], [-7.02, -0.66, 7.48], [-6.72, -0.55, 5.75], [-5.63, 0.25, 6.90], [-7.19, -3.10, 7.33], [-5.84, -4.08, 6.76], [-6.77, -3.12, 5.61], [-5.62, -1.95, 9.00], [-4.13, -1.18, 8.43], [-4.28, -2.94, 8.42], [-3.59, -3.91, 6.47], [-1.73, -4.09, 4.84], [-4.70, -0.07, 4.86]],
  "mulliken_charge": [0.320, -0.715, -0.214, 0.624, -0.478, -0.837, -0.184, -0.545, 0.932, 0.177, -0.427, -0.230, -0.215, 0.432, -0.327, -0.794, -0.420, -1.232, 0.288, -0.061, 0.490, -0.215, 0.422, 0.594, 0.521, 0.880, 0.424, 0.432, 0.392, 0.406, 0.225, -1.371, -0.692, 0.478, -0.540, -1.402, 0.239, -1.446, 0.510, 0.287, 0.251, 0.558, 0.491, 0.542, 0.479, 0.196, 0.447, 0.293, 0.463, -0.465, 0.346, 0.435, 0.295, -0.208, 2.143, 0.523, -0.513, -0.860, -0.611, -1.066, 0.044, 0.259, -0.615, -0.805, -0.604, -0.875, 0.093, 0.013, -0.743, -0.621, -0.574, -0.877, -0.430, 0.401, 0.437, 0.414, 0.566, 0.250, 0.464, 0.438, 0.396, 0.522, 0.195, 0.362, 0.419, 0.420, 0.426, 0.571, -2.069, 2.027, -1.590, -1.601, 0.527, -0.454, -2.259, 0.844, -0.388, 0.483, -0.032, 0.411, -0.887, 0.428, 0.373, 0.390, 0.448, 0.325, 0.359, 0.443, 0.375, 0.318, 0.405, 0.474, 0.638],
  "lumo_energy_ev": -2.301,
  "total_charge": 1,
  "de_lowest_kj_mol": 0.0,
  "orbital_gap_ev": 7.9,
  "total_energy_ev": -153636.2684
}



{
  "formula": "C2H5N3OS",
  "method": "ωB97M-V with the def2-TZVPD basis set",
  "elements": ["H", "N", "C", "N", "S", "C", "N", "O", "H", "H", "H", "H"],
  "coordinates": [[-1.16, -1.91, -1.32], [-1.20, -1.15, -2.00], [-0.23, -0.34, -2.02], [0.86, -0.33, -1.08], [0.79, -1.07, 0.46], [0.13, 0.25, 1.42], [-0.41, 1.21, 0.81], [-0.77, 2.18, 1.73], [-0.07, 0.46, -2.78], [1.58, 0.37, -1.30], [0.20, 0.23, 2.52], [-1.21, 2.81, 1.17]],
  "mulliken_charge": [0.254, -0.616, 0.157, -0.357, -0.052, -0.049, -0.212, -0.420, 0.291, 0.273, 0.368, 0.362],
  "lumo_energy_ev": 0.700,
  "de_lowest_kj_mol": 338.3,
  "orbital_gap_ev": 9.8,
  "total_energy_ev": -19505.4439
}